Record 1
Density functional theory data (the ωB97M-V functional and the def2-TZVPD basis) for the molecule C4H5NO in a non-equilibrium geometry.

```
11
Properties=species:S:1:pos:R:3:forces:R:3
C 0.03646 0.70801 -0.10296 -0.361 -1.263 -0.997
C 2.45750 -0.03260 0.26506 -6.042 2.797 2.412
C 1.40496 0.74943 -0.56221 0.445 0.012 0.774
C -1.06217 -0.21988 0.13867 -1.848 1.561 -2.643
N 0.61105 1.71196 0.31744 0.659 1.582 0.651
O 3.47718 -0.51231 -0.14323 4.431 -2.183 -1.767
H 2.01833 -0.17965 1.31423 0.946 -0.162 -1.133
H 1.68374 1.14134 -1.52099 0.348 -0.193 -0.313
H -1.69127 -0.45659 -0.80434 0.804 0.894 1.497
H -1.64138 0.06167 0.98563 -0.626 0.046 0.544
H -0.54699 -1.08495 0.24975 1.242 -3.092 0.977
```
Positions in Å, forces in eV/Å.

The value obtained for the energy relative to the best compared isomer or geometry (same formula, charge and spin) is 156.8 kJ/mol. The lowest unoccupied orbital energy (spin up / spin down) is 0.95 / -2.66 eV. The spin multiplicity is 3.

***

Record 2
Density functional theory data (the ωB97M-V functional and the def2-TZVPD basis) for a cluster of 2 separate species, C9H13N3 in total in a non-equilibrium geometry.

```
25
Properties=species:S:1:pos:R:3:forces:R:3
H 1.82421 0.99906 -2.19176 0.251 0.035 0.224
N 2.23098 1.52387 -1.41232 -0.311 -0.463 -0.336
C 2.14027 0.91248 -0.29351 -0.401 0.017 0.301
C 2.52764 1.69238 0.92021 0.348 0.431 0.054
N 1.59101 -0.34741 -0.05225 0.091 -0.263 -0.531
C 1.34514 -1.14216 -1.25962 -1.046 -0.254 0.997
C 1.92996 -1.08043 1.18544 -0.003 -0.021 -0.213
H 3.15104 1.11151 1.61051 -0.108 0.358 -0.071
H 1.60185 2.00617 1.41593 0.197 -0.097 0.161
H 3.04389 2.59857 0.56316 -0.143 -0.479 0.335
H 0.45144 -0.76793 -1.79877 0.530 -0.120 0.173
H 2.20043 -1.16300 -1.91140 0.447 0.013 -0.431
H 1.12519 -2.17020 -0.93603 0.073 0.292 -0.226
H 1.67298 -0.47769 2.06407 -0.110 -0.195 -0.238
H 1.36611 -2.05274 1.25491 0.604 1.064 -0.254
H 3.02249 -1.25453 1.23675 -0.418 -0.309 0.043
C -2.05567 -1.82025 -0.38183 -0.496 0.980 0.152
C -2.74691 -0.84432 -0.22680 -0.187 -0.299 -0.363
C -3.67087 0.27541 -0.11088 1.164 -0.122 0.631
C -4.90742 0.16136 0.35285 -0.649 0.109 -0.219
C -3.09239 1.60315 -0.24581 1.567 1.721 -0.317
N -2.49950 2.61143 -0.28933 -1.506 -2.125 0.039
H -1.40857 -2.64504 -0.52979 0.070 -0.177 0.018
H -5.34142 -0.79849 0.61690 0.081 0.193 -0.131
H -5.50188 1.06884 0.41937 -0.046 -0.288 0.204
```
Positions in Å, forces in eV/Å.

The value obtained for the energy relative to the best compared isomer or geometry (same formula, charge and spin) is 270.3 kJ/mol. The SMILES is [H]/N=C(/C)N(C)C.C#CC(=C)C#N. The lowest unoccupied orbital energy is -0.19 eV.

***

Record 3
Density functional theory data (the ωB97M-V functional and the def2-TZVPD basis) for a cluster of 11 separate species, C29H73N7O11S4 in total in a non-equilibrium geometry.

```
124
Properties=species:S:1:pos:R:3:forces:R:3
C 20.84387 -21.88052 8.22974 -0.383 0.120 0.121
S 20.34949 -21.55376 10.00730 -0.088 -0.001 -1.079
O 19.50311 -22.73661 10.38442 0.475 0.218 0.079
C 21.96718 -21.80224 10.74887 1.320 -0.704 -0.255
H 19.90342 -22.01969 7.69567 -0.246 0.110 0.338
H 21.44622 -22.77070 8.04316 0.231 -0.060 0.639
H 21.32022 -21.02818 7.74421 0.173 0.190 0.435
H 22.10094 -21.75449 11.82944 -1.106 -0.255 0.130
H 22.77609 -21.13626 10.44271 -0.488 0.402 -0.758
H 22.25492 -22.78317 10.36720 0.150 -0.172 0.346
C 17.66406 -24.30784 8.25786 -0.374 0.462 0.476
S 17.22020 -26.07905 8.37715 -0.572 1.417 -0.918
O 15.69934 -26.07625 8.38773 0.859 -0.311 -0.008
C 17.74968 -26.54266 6.68198 0.196 0.031 0.954
H 18.71549 -24.07392 8.09369 0.044 -0.488 -0.167
H 17.42770 -23.78335 9.18460 0.023 -0.419 0.296
H 17.04320 -23.77650 7.53549 0.044 -0.445 -0.438
H 18.03612 -27.58476 6.81670 -0.154 -0.063 -0.661
H 18.62503 -25.96268 6.39201 0.002 -0.061 0.070
H 16.94349 -26.36522 5.97178 -0.060 -0.216 0.135
C 21.95889 -26.90622 7.16061 -0.605 0.221 -0.230
S 22.82615 -26.05485 8.51552 -0.143 0.916 -0.028
O 23.23957 -24.68728 8.02169 -0.505 -0.944 0.213
C 21.39891 -25.86019 9.65210 0.143 -0.370 -0.677
H 22.66449 -27.23924 6.40078 0.191 0.097 0.224
H 21.23528 -26.24687 6.67873 0.152 0.330 0.062
H 21.36894 -27.76024 7.49450 0.321 -0.112 0.334
H 21.00124 -26.87376 9.70675 -0.005 0.006 0.345
H 20.59905 -25.20538 9.30452 0.230 0.188 -0.299
H 21.74277 -25.50319 10.62130 0.134 -0.131 -0.102
C 18.63511 -18.96589 6.55344 -1.104 -1.051 -0.180
S 17.22904 -20.16811 6.66244 0.587 0.000 1.481
O 17.72445 -21.25824 7.58695 -0.156 0.334 -0.665
C 16.04406 -19.24050 7.71483 0.363 -0.464 -0.098
H 18.34574 -18.27065 5.76623 0.228 0.400 0.323
H 19.45841 -19.58889 6.20595 0.053 0.116 0.043
H 18.81391 -18.57921 7.55491 0.054 0.263 -0.229
H 16.47380 -18.60484 8.48921 0.390 0.396 -0.537
H 15.59571 -20.02345 8.32764 -0.419 -0.227 -0.526
H 15.33857 -18.75421 7.04291 -0.116 0.171 0.370
C 15.23257 -28.26851 3.66951 -1.134 -0.563 0.188
O 14.61260 -28.12395 2.63310 0.402 0.425 0.017
N 14.61223 -28.27991 4.90162 1.032 0.268 -0.663
C 13.19083 -27.94331 4.97934 0.343 -0.520 1.050
C 15.24623 -28.95002 6.03845 -1.028 -0.954 -0.099
H 16.31580 -28.46348 3.66707 0.005 0.045 0.350
H 12.66514 -28.82069 5.36141 -0.248 -0.114 -0.206
H 12.73931 -27.61857 4.04515 0.488 -0.091 -0.056
H 13.07291 -27.18617 5.75562 -0.068 0.250 -0.169
H 15.07774 -28.46058 6.99817 0.545 0.630 -0.186
H 14.77623 -29.92408 6.20643 -0.474 -0.168 -0.200
H 16.26459 -29.28263 5.84076 0.238 0.884 -0.060
C 19.69832 -24.27387 13.13412 0.553 -2.529 -0.732
O 20.63633 -24.24660 13.90626 -0.130 1.036 0.000
N 19.37579 -25.47110 12.49640 -0.471 1.100 -0.591
C 18.09851 -25.66262 11.80452 0.979 -0.527 0.117
C 20.19450 -26.67671 12.61526 -0.911 0.248 0.869
H 19.07770 -23.44275 12.76979 0.012 0.067 0.396
H 17.33391 -26.07802 12.46340 -0.049 -0.053 0.073
H 18.38944 -26.42188 11.07806 -0.807 0.083 -0.448
H 17.69770 -24.77685 11.31320 0.336 0.128 0.051
H 21.10378 -26.36645 13.12641 -0.068 -0.531 0.191
H 19.57773 -27.42205 13.12369 0.407 -0.003 0.913
H 20.40400 -27.25116 11.71228 0.107 0.899 -0.604
C 14.84058 -22.14124 3.63299 -0.798 0.228 0.030
O 15.13136 -22.30663 2.46318 0.218 -0.336 0.646
N 14.67027 -23.05310 4.62291 0.497 0.188 -0.821
C 14.73590 -24.50505 4.37220 -0.676 0.463 1.763
C 14.02488 -22.59573 5.86776 -0.437 -1.639 -0.457
H 14.55294 -21.16084 4.04903 0.342 0.387 -0.291
H 15.33156 -24.87645 5.20790 0.283 -0.490 -0.304
H 15.06434 -24.87983 3.40597 0.167 0.726 -0.016
H 13.73031 -24.87760 4.57914 -0.120 -0.290 -0.297
H 12.95198 -22.78741 5.78578 -0.312 0.580 -0.202
H 14.25348 -23.28974 6.67835 0.780 0.291 0.155
H 14.23348 -21.55902 6.12183 0.120 -0.152 -0.109
C 13.15437 -21.34186 9.43373 0.409 0.551 1.307
O 12.87261 -20.19555 9.76834 0.652 -0.824 -0.459
N 14.19962 -22.08919 9.93745 -0.546 -1.175 0.050
C 14.13996 -23.55959 9.76833 -0.076 0.089 -1.121
C 15.13186 -21.57173 10.94963 -0.934 0.317 -0.762
H 12.54238 -21.88034 8.69433 0.118 -0.167 0.010
H 14.97668 -23.93614 9.17994 0.001 0.185 -0.121
H 13.22132 -23.79328 9.22858 0.068 0.026 -0.250
H 14.09622 -24.24818 10.61394 0.036 0.849 0.821
H 14.61531 -21.53335 11.90899 0.263 0.111 0.168
H 16.02149 -22.19762 10.99908 -0.095 -0.018 -0.074
H 15.39915 -20.56948 10.61624 0.143 0.056 0.402
C 14.55568 -30.66067 11.25160 -0.839 -1.112 -0.437
O 13.94287 -31.73086 11.19713 0.519 1.278 0.281
N 15.64194 -30.38406 10.52013 1.450 -0.966 -1.546
C 16.31271 -29.11293 10.60813 -0.176 0.398 -1.506
C 16.17707 -31.31135 9.48424 -0.297 -0.492 0.493
H 14.27087 -29.75550 11.81020 -0.331 -0.402 0.465
H 16.31549 -28.70968 9.59139 -0.575 0.557 -0.124
H 17.39830 -29.13330 10.72046 -0.023 -0.476 1.198
H 15.73514 -28.45829 11.25891 0.525 0.153 0.170
H 16.88350 -32.02539 9.90953 0.282 0.259 0.156
H 15.45366 -31.96901 9.00162 -0.670 0.350 0.487
H 16.64799 -30.79806 8.64580 0.136 0.502 0.372
C 13.32603 -27.49948 10.36150 1.115 -0.427 1.165
O 13.49630 -27.45126 11.58662 -0.428 0.181 -1.193
N 12.19544 -27.80987 9.73208 -3.247 -1.103 0.814
C 12.02612 -28.00834 8.34258 1.458 1.525 -1.791
C 10.91338 -28.10421 10.41658 0.772 0.525 1.958
H 14.17152 -27.36997 9.66698 -0.083 0.260 -0.086
H 11.24367 -27.36579 7.93435 -0.533 -0.287 0.271
H 11.90386 -29.02904 7.98045 -0.047 -0.128 0.397
H 12.88880 -27.54605 7.85675 0.366 -0.478 -0.131
H 11.04911 -27.97489 11.49161 0.312 0.122 0.008
H 10.12312 -27.39272 10.17785 0.117 -0.067 -0.592
H 10.55617 -29.13220 10.35760 0.257 -0.047 -0.759
C 19.97145 -27.28373 2.98891 -0.612 -0.006 -0.105
O 19.38990 -27.33622 4.05658 -0.053 -0.856 0.600
N 20.26621 -26.12451 2.42775 0.338 1.052 -1.245
C 20.94449 -26.06506 1.15470 1.115 -0.480 -0.374
C 19.97357 -24.91128 3.15977 -0.146 0.136 0.092
H 20.25718 -28.12344 2.33596 -0.084 -0.349 0.393
H 20.90326 -27.01133 0.61397 -0.444 -0.154 0.227
H 22.01754 -25.94518 1.31848 0.097 0.459 -0.057
H 20.60694 -25.31229 0.44353 -0.323 0.199 0.444
H 18.90295 -24.70388 3.14003 -0.058 -0.029 0.132
H 20.29001 -25.06535 4.19096 -0.069 0.253 0.035
H 20.47745 -24.04844 2.72641 0.176 -0.210 -0.047
```
Positions in Å, forces in eV/Å.

The value obtained for the energy relative to the best compared isomer or geometry (same formula, charge and spin) is 388.1 kJ/mol. The lowest unoccupied orbital energy is 0.09 eV.